Here is C4H4GaO5 as an isolated structure from the OMol25 dataset. Energies are from ωB97M-V/def2-TZVPD.

XYZ file:
```
14
Properties=species:S:1:pos:R:3:forces:R:3
Ga 0.25078 -0.23879 -0.28440 -1.082 0.456 0.951
O -2.36616 -2.10959 0.30515 4.095 1.311 -1.803
C -1.37020 -1.70283 -0.08529 -4.056 -1.278 1.796
C 1.73678 1.29434 -0.36222 3.306 4.883 0.619
O 2.39372 2.23471 -0.25531 -3.084 -4.661 -0.635
C -0.79074 0.68831 -1.86337 -3.750 3.284 -2.799
O -1.52657 1.35083 -2.44688 3.502 -3.149 2.430
C 1.21976 -1.09613 1.38035 1.398 -1.290 5.582
O 1.51824 -1.35273 2.46214 -1.215 1.042 -5.258
H 1.75328 -2.64231 -2.43756 -0.136 0.010 0.086
H 2.30532 -2.13755 -2.50160 0.012 0.145 0.069
O -1.23447 1.02444 1.32907 0.356 -0.377 -0.429
H -1.24140 0.97517 2.31566 0.164 -0.041 -0.573
H -1.97923 1.63729 1.11605 0.490 -0.333 -0.037
```
Positions in Å, forces in eV/Å.

As for the net charge: +3. For the HOMO-LUMO gap, the calculation gives 0.3290 Eh. The value obtained for the energy relative to the best compared isomer or geometry (same formula, charge and spin) is 0.0 kcal per mole.

Atomic partial charges in e from the Mulliken method, atoms 1 to 6: Ga 1.364; O 0.056; C 0.332; C 0.334; O 0.049; C 0.288